Entry 1:
C5H8IN2O2P | the ωB97M-V functional and the def2-TZVPD basis

The geometry in ORCA input format:
```
! RIJCOSX wB97M-V def2-TZVPD def2/J DEFGRID3
* xyz 0 1
C 2.93909 -0.24829 -0.16202
C 1.30014 0.09936 -0.11290
N 0.47414 -0.79263 -0.94691
N -0.87052 -0.60338 -0.92571
C -1.45505 0.47312 -0.08253
P -3.40220 0.56815 -0.11678
O -3.93545 1.99491 -0.56838
C -0.73569 1.58667 0.86456
C 0.92656 1.36458 0.85032
I 2.30704 2.60214 2.01050
H 3.51115 0.59346 -0.75312
H 3.31014 -0.26538 0.96383
H 3.15876 -1.30047 -0.63263
H -1.48823 -1.24785 -1.50488
H -3.99070 -0.49624 -0.91632
H -3.79957 0.41584 1.28838
H -1.26821 2.43740 1.48391
O 1.49471 -4.04839 -0.26425
H 1.52390 -3.13300 -0.47503
*
```

Properties
HOMO energy	-6.2	eV
gap between HOMO and LUMO	0.1162	Eh

=====

Entry 2:
C5H8LiO3Yb | the ωB97M-V functional and the def2-TZVPD basis

The geometry in ORCA input format:
```
! RIJCOSX wB97M-V def2-TZVPD def2/J DEFGRID3
* xyz 3 3
C -1.01992 -4.19358 -1.34365
C -1.86668 -4.23734 -0.47914
H -0.35339 -4.14312 -2.18940
H -2.81614 -4.35073 0.02862
H -1.01832 -1.75582 -0.30054
Li 2.72045 -1.48178 1.20901
O 0.01592 1.06387 0.10609
Yb -2.56016 1.03920 -0.80499
O -0.97848 -0.76084 -0.25177
C 0.17602 -0.23930 0.12589
O 1.15999 -0.85216 0.45744
C 1.08532 1.94631 0.56324
C 0.62889 3.36518 0.35573
H 1.26386 1.71446 1.61963
H 1.97672 1.70411 -0.02677
H -0.27574 3.57869 0.93961
H 1.42730 4.03617 0.69647
H 0.43437 3.56671 -0.70545
*
```

Properties
energy above the lowest of the compared OMol25 structures with the same formula, charge and spin	6.6	kcal per mole
HOMO energy (alpha / beta)	-19.4 / -19.4	eV
gap between HOMO and LUMO (alpha / beta)	0.2434 / 0.1216	Eh
<S²>	2.001

=====

Entry 3:
C5H8N | the ωB97M-V functional and the def2-TZVPD basis

The geometry in ORCA input format:
```
! RIJCOSX wB97M-V def2-TZVPD def2/J DEFGRID3
* xyz 1 1
C -2.77805 0.87284 1.61961
C -2.10627 1.38831 0.52427
C -1.77942 -0.07169 1.59168
C -1.74808 0.03980 0.13598
C 1.54170 -0.52624 -0.76225
N 0.65864 0.57853 -0.67499
H -3.50128 1.10435 2.31233
H -0.99769 -0.52708 2.31669
H -1.66684 -0.53392 -0.68686
H 1.02594 -1.35014 -1.06927
H 2.12803 -0.35973 -1.59293
H 1.97511 -0.80555 0.24801
H 0.01485 0.74147 -1.41201
H 1.14873 1.42488 -0.34797
*
```

Properties
energy above the lowest of the compared OMol25 structures with the same formula, charge and spin	171.4	kcal per mole
HOMO energy (alpha / beta)	-13.7 / -13.7	eV
gap between HOMO and LUMO (alpha / beta)	0.2789 / 0.2790	Eh

=====

Entry 4:
C5H8N | the ωB97M-V functional and the def2-TZVPD basis

The geometry in ORCA input format:
```
! RIJCOSX wB97M-V def2-TZVPD def2/J DEFGRID3
* xyz 1 1
C -1.79854 0.09496 0.08591
C -1.40396 -1.17547 -0.53041
C -0.04348 -0.49425 -0.71251
C 0.60477 0.17081 0.56528
C 1.85894 0.93642 0.39983
N -0.63339 0.71032 -0.04447
H -2.70651 0.51968 0.48382
H -1.41387 -2.02296 0.16052
H -1.91945 -1.48592 -1.44015
H 0.46410 -0.37632 -1.65629
H 0.42876 -0.26228 1.54515
H 2.04869 1.20845 -0.63363
H 2.69127 0.33620 0.76978
H 1.82266 1.84036 1.00718
*
```

Properties
energy above the lowest of the compared OMol25 structures with the same formula, charge and spin	91.5	kcal per mole
HOMO energy	-15.5	eV
gap between HOMO and LUMO	0.3408	Eh

=====

Entry 5:
C5H8N | the ωB97M-V functional and the def2-TZVPD basis

The geometry in ORCA input format:
```
! RIJCOSX wB97M-V def2-TZVPD def2/J DEFGRID3
* xyz 1 1
C 0.04618 -0.03756 -0.14946
C 0.19650 -0.97212 -1.38186
C -0.65986 -2.10892 -0.59086
C 0.48916 1.30903 0.34187
C -0.01643 1.92802 1.53945
N -0.42960 -1.07247 0.48883
H 1.25568 -1.12714 -1.51042
H -0.15706 -0.71049 -2.47860
H -1.76860 -2.14328 -1.04659
H -0.26594 -3.16438 -0.39395
H 1.29763 1.60329 -0.16763
H -0.34403 3.01404 1.20060
H 0.96766 2.20248 2.12054
H -0.61129 1.27950 2.02809
*
```

Properties
energy above the lowest of the compared OMol25 structures with the same formula, charge and spin	136.7	kcal per mole
HOMO energy (alpha / beta)	-14.8 / -13.9	eV
gap between HOMO and LUMO (alpha / beta)	0.2897 / 0.2369	Eh

=====

Entry 6:
C5H8N | the ωB97M-V functional and the def2-TZVPD basis

The geometry in ORCA input format:
```
! RIJCOSX wB97M-V def2-TZVPD def2/J DEFGRID3
* xyz 1 1
C -0.69018 -0.05623 0.27834
C -1.59284 -0.99912 -0.06106
C -0.70938 1.58134 0.22749
C -0.54110 0.92025 1.49469
C 1.08545 -1.05383 -1.37552
N 0.48263 -0.81832 -0.03346
H 0.13879 1.82440 -0.29019
H -1.64975 1.99126 -0.14799
H -1.32062 0.91979 2.20617
H 0.39319 0.75553 1.96080
H 0.94014 -2.18468 -1.53630
H 0.58284 -0.49672 -2.18859
H 2.12505 -0.86350 -1.06842
H 0.75579 -1.52016 0.53403
*
```

Properties
energy above the lowest of the compared OMol25 structures with the same formula, charge and spin	158.5	kcal per mole
HOMO energy	-15.1	eV
gap between HOMO and LUMO	0.3355	Eh

=====

Entry 7:
C5H8N | the ωB97M-V functional and the def2-TZVPD basis

The geometry in ORCA input format:
```
! RIJCOSX wB97M-V def2-TZVPD def2/J DEFGRID3
* xyz 1 1
C 3.02728 -0.13243 0.06570
C 1.73080 -0.24034 -0.09777
C 0.39008 -0.56855 -0.28526
N -0.78053 0.17955 -0.08254
C -0.82559 1.45463 -0.11368
C -1.98664 -0.64112 0.04819
H 3.58268 0.13381 -0.74616
H 3.51358 0.07915 1.10570
H 0.12386 -1.67097 -0.40368
H -1.72534 1.99982 0.16255
H 0.00370 1.90909 -0.36744
H -2.96373 -0.06594 0.13677
H -1.88099 -0.91601 1.11414
H -2.20918 -1.52070 -0.53654
*
```

Properties
energy above the lowest of the compared OMol25 structures with the same formula, charge and spin	91.7	kcal per mole
HOMO energy	-14.3	eV
SMILES string	C=C=C[N+](=C)C
gap between HOMO and LUMO	0.3289	Eh

=====

Entry 8:
C5H8N | the ωB97M-V functional and the def2-TZVPD basis

The geometry in ORCA input format:
```
! RIJCOSX wB97M-V def2-TZVPD def2/J DEFGRID3
* xyz 1 1
C 0.37874 -0.34200 -1.76644
C 0.18974 -1.17076 -0.85783
C -0.23668 1.27065 1.17214
C -0.24802 1.52652 -0.23177
C -0.13642 -2.25523 0.02158
N 0.59167 2.26721 0.48502
H 0.39578 0.28835 -2.61149
H -0.96564 1.65190 1.74150
H 0.13930 0.24086 1.62189
H -0.91884 1.71131 -1.12502
H 0.27832 -2.08008 1.12561
H 0.13950 -3.17798 -0.37948
H -1.19209 -2.29187 0.24050
H 1.58465 2.36111 0.56378
*
```

Properties
energy above the lowest of the compared OMol25 structures with the same formula, charge and spin	140.0	kcal per mole
HOMO energy	-14.7	eV
gap between HOMO and LUMO	0.3254	Eh

=====

Entry 9:
C5H8N | the ωB97M-V functional and the def2-TZVPD basis

The geometry in ORCA input format:
```
! RIJCOSX wB97M-V def2-TZVPD def2/J DEFGRID3
* xyz 1 1
C 2.02116 0.65469 -0.00589
N 1.03923 -0.25956 0.26950
C 0.82847 -1.49990 -0.28885
C -0.43970 -1.66975 0.06138
C -0.54460 -0.23313 0.61255
C -1.38301 0.67292 -0.25163
H 2.25050 1.67602 0.40527
H 2.99341 0.25949 -0.35715
H 1.50354 -2.14907 -0.70844
H -1.14579 -2.51915 -0.06360
H -0.50142 -0.10779 1.76201
H -1.28508 0.36736 -1.26388
H -1.08712 1.73231 -0.16984
H -2.42733 0.56515 0.10554
*
```

Properties
energy above the lowest of the compared OMol25 structures with the same formula, charge and spin	77.3	kcal per mole
HOMO energy (alpha / beta)	-14.9 / -14.9	eV
SMILES string	C=[N+]1C=C[C@@H]1C
gap between HOMO and LUMO (alpha / beta)	0.3361 / 0.3362	Eh

=====

Entry 10:
C5H8N | the ωB97M-V functional and the def2-TZVPD basis

The geometry in ORCA input format:
```
! RIJCOSX wB97M-V def2-TZVPD def2/J DEFGRID3
* xyz 1 3
C -1.45470 -1.10155 -0.40759
C -1.87999 -0.58235 -1.48986
C -0.22546 -1.45059 0.34903
C 0.76910 -0.32321 0.39022
C 1.20323 2.11827 0.37237
N 0.40428 0.87914 0.28946
H -2.41770 -1.48364 0.00080
H -0.25760 -1.82722 1.38211
H 0.33453 -2.16060 -0.12830
H 1.78142 -0.71731 0.61484
H 2.25688 1.88278 0.74567
H 1.33200 2.37332 -0.66801
H 0.62964 2.81953 0.99838
H -2.47563 -0.42657 -2.44912
*
```

Properties
energy above the lowest of the compared OMol25 structures with the same formula, charge and spin	84.6	kcal per mole
HOMO energy (alpha / beta)	-11.6 / -14.3	eV
gap between HOMO and LUMO (alpha / beta)	0.2632 / 0.2139	Eh
<S²>	2.021

=====

Entry 11:
C5H8N | the ωB97M-V functional and the def2-TZVPD basis

The geometry in ORCA input format:
```
! RIJCOSX wB97M-V def2-TZVPD def2/J DEFGRID3
* xyz 1 3
C -2.21654 0.06105 -0.51989
C 1.11989 1.71984 -0.55917
C 0.18369 0.84226 -0.46212
C -1.80411 -0.07757 0.85902
C 1.38210 -1.20719 0.13922
N -1.04093 0.39790 -0.24539
H -2.98552 -0.03711 -1.26384
H 0.73549 2.72378 -0.58556
H 2.26411 1.69418 -0.50614
H -2.11524 0.59948 1.55120
H -1.48564 -1.12679 1.32701
H 0.64852 -1.91625 -0.09224
H 1.51133 -0.55337 0.97692
H 2.20910 -1.28015 -0.44388
*
```

Properties
energy above the lowest of the compared OMol25 structures with the same formula, charge and spin	128.0	kcal per mole
HOMO energy (alpha / beta)	-12.1 / -15.9	eV
gap between HOMO and LUMO (alpha / beta)	0.2882 / 0.3379	Eh
<S²>	2.020

=====

Entry 12:
C5H8N2 | the ωB97M-V functional and the def2-TZVPD basis

The geometry in ORCA input format:
```
! RIJCOSX wB97M-V def2-TZVPD def2/J DEFGRID3
* xyz 0 1
C 2.26691 -1.40892 0.83048
N 1.17406 -0.54419 0.49635
C 1.29864 0.34197 -0.39525
C 0.00349 0.96368 -0.72351
N -0.53809 1.93898 -1.27386
C -1.36532 0.40949 -0.74978
C -2.51449 0.71624 0.17456
H 3.06640 -1.43406 0.07705
H 1.83801 -2.40804 0.94584
H 2.67867 -1.11065 1.79902
H 2.22287 0.55469 -0.95867
H -1.67915 -0.41087 -1.43991
H -2.28377 1.62517 0.72296
H -3.44937 0.86524 -0.38998
H -2.71887 -0.09873 0.88468
*
```

Properties
energy above the lowest of the compared OMol25 structures with the same formula, charge and spin	81.3	kcal per mole
HOMO energy	-8.9	eV
SMILES string	C/N=C/C1=N[C@@H]1C
gap between HOMO and LUMO	0.3456	Eh

=====

Entry 13:
C5H8N2 | the ωB97M-V functional and the def2-TZVPD basis

The geometry in ORCA input format:
```
! RIJCOSX wB97M-V def2-TZVPD def2/J DEFGRID3
* xyz 0 1
C 1.18873 -0.37684 1.22621
C 0.10764 0.14978 0.31255
C 0.42966 -0.69963 -1.37973
C -0.88608 -0.54268 -1.90953
N -2.00975 -0.25178 -1.95403
C -1.29676 0.56533 0.55534
N -0.24776 1.53979 0.13715
H 1.00613 -1.43382 1.44650
H 2.13552 -0.29973 0.68074
H 1.32195 0.15784 2.17771
H 0.73923 -1.77044 -1.38327
H 1.16950 -0.11672 -1.94981
H -1.82009 0.61269 1.52901
H -1.94910 0.29569 -0.35399
H 0.11117 2.17055 0.86516
*
```

Properties
energy above the lowest of the compared OMol25 structures with the same formula, charge and spin	75.0	kcal per mole
HOMO energy	-9.0	eV
gap between HOMO and LUMO	0.3629	Eh

=====

Entry 14:
C5H8N2 | the ωB97M-V functional and the def2-TZVPD basis

The geometry in ORCA input format:
```
! RIJCOSX wB97M-V def2-TZVPD def2/J DEFGRID3
* xyz 0 1
N -0.94004 1.35589 2.46656
C -0.86464 0.87471 1.41270
C -0.89627 0.25292 0.08090
N -2.17831 -0.45508 -0.12418
C 0.36194 -0.61889 -0.23433
C 1.79322 -0.27048 0.20041
C 1.29942 0.07243 -1.15904
H -0.84097 1.01234 -0.70778
H -2.86745 0.29280 -0.02979
H -2.37571 -1.09394 0.64472
H 0.17274 -1.70458 -0.20626
H 1.95108 0.50464 0.94821
H 2.50560 -1.09309 0.20539
H 1.64974 -0.38310 -2.07151
H 1.13280 1.15158 -1.23238
*
```

Properties
energy above the lowest of the compared OMol25 structures with the same formula, charge and spin	41.9	kcal per mole
HOMO energy	-10.4	eV
SMILES string	N#C[C@H](N)C1CC1
gap between HOMO and LUMO	0.4174	Eh

=====

Entry 15:
C5H8N2 | the ωB97M-V functional and the def2-TZVPD basis

The geometry in ORCA input format:
```
! RIJCOSX wB97M-V def2-TZVPD def2/J DEFGRID3
* xyz 0 1
C -2.63769 -0.17167 -0.08359
N -1.41882 0.18088 0.25210
C -0.31338 -0.71761 -0.13935
C 0.87273 0.18132 0.00701
C 2.28668 -0.16810 -0.32300
C 0.38565 1.24385 0.67936
N -0.99377 1.25079 0.89492
H -0.62767 -1.19963 -1.07004
H -2.72604 -0.64395 -1.05120
H -3.49883 0.22609 0.42338
H -0.28114 -1.51442 0.61791
H 2.96687 0.61127 0.03747
H 2.44855 -0.28640 -1.40155
H 2.59343 -1.11023 0.15341
H 0.94344 2.11780 1.00316
*
```

Properties
energy above the lowest of the compared OMol25 structures with the same formula, charge and spin	72.2	kcal per mole
HOMO energy (alpha / beta)	-7.0 / -7.0	eV
gap between HOMO and LUMO (alpha / beta)	0.2741 / 0.2742	Eh